A 3-piece molecular cluster, C37H54N3O11PSi overall, computed with ωB97M-V/def2-TZVPD.

XYZ file:
```
107
Properties=species:S:1:pos:R:3:forces:R:3:lowdin_charge:R:1
H -0.8300 -3.4592 6.4256 -1.1 0.2 -0.3 0.09
H 2.9434 1.3711 1.5989 1.6 0.8 -0.5 0.03
H 0.1221 -6.8122 -1.5333 1.6 0.5 2.0 0.06
C 3.1527 0.6564 -1.6554 -1.7 -3.6 -2.1 -0.22
H 3.8860 2.9500 1.7383 0.2 -1.5 -0.7 0.05
H 1.4742 3.2063 1.5795 -0.8 0.0 -1.8 0.07
H 1.6804 -2.6649 -3.9442 0.9 1.2 1.1 0.09
H -0.3397 -3.6500 4.0800 0.8 1.0 -1.1 0.11
C 2.9242 3.7184 -1.2904 -0.4 1.3 0.1 -0.28
C 1.8374 0.7508 -2.4941 1.6 -3.7 -0.2 -0.07
C 1.3237 -0.4793 -3.2959 3.1 0.0 1.7 -0.09
Si 3.8439 2.1528 -0.6777 1.0 0.2 -0.7 0.55
H 1.1266 -4.4121 2.2153 0.4 1.9 0.2 0.12
O -1.8458 -1.3402 3.4385 1.3 0.5 0.3 -0.14
C 3.5612 4.7774 -7.6377 0.1 -0.3 0.1 0.02
H -1.9018 3.0606 4.1648 0.9 -0.3 -1.3 0.11
H -0.4508 -6.7584 1.1794 -1.3 0.3 -2.0 0.10
C 5.7027 2.3301 -1.2339 -0.2 -0.4 0.2 -0.20
H 1.7301 7.1875 -5.8979 0.0 0.0 0.0 0.12
O -1.6770 -2.9913 6.1906 2.9 2.2 0.0 -0.17
C -0.4415 4.1598 0.9733 1.1 0.7 0.3 -0.19
H 0.4781 -0.0859 6.8364 -0.5 -1.2 -0.1 0.08
H 3.3079 -4.0575 2.8942 -0.9 0.4 0.9 0.09
C -7.7200 -3.9307 -1.5219 0.0 0.1 0.3 0.02
H 0.7229 2.5089 -0.0341 0.8 1.3 0.9 0.12
O 2.6114 -3.7428 3.5231 -0.3 0.5 -1.4 -0.12
H 1.7540 -2.6396 1.8540 -0.4 -1.1 1.1 0.13
H 0.3457 4.1952 3.1304 -1.3 0.5 -0.8 0.11
C 0.9712 3.4598 0.5696 -0.3 0.3 0.7 -0.22
H -8.4800 -4.6575 -1.2631 0.0 0.0 0.0 0.12
C -1.3618 -2.5663 1.3824 -1.5 0.3 2.8 -0.35
H 2.3439 3.5189 -2.2645 0.9 0.2 1.6 0.05
C 2.7971 6.0227 -7.4114 -0.1 0.3 -0.4 -0.39
O 3.4760 3.3709 -4.3788 0.0 0.2 -0.3 0.09
C -1.4670 2.8855 3.1208 -0.3 0.4 -1.5 -0.19
H 4.8189 1.3399 1.5443 -1.3 0.8 -0.4 0.05
C -0.6520 4.1896 2.5741 -1.2 -1.0 -0.1 -0.20
C 3.2745 4.1612 -5.2816 0.1 -0.3 0.3 -0.37
H -2.5593 0.1172 4.7237 1.4 -1.2 -0.2 0.16
H -7.3616 -3.2388 0.4489 0.0 0.0 0.0 0.12
C -7.1206 -3.1706 -0.6046 -0.2 -0.2 0.0 0.03
C -7.3745 -3.8187 -2.9551 -0.2 -0.3 -0.3 -0.39
H -0.3400 5.2648 0.6438 -0.4 -1.7 0.4 0.10
P -1.2704 -1.3414 6.2156 -1.9 2.4 4.1 0.69
C -0.4634 0.6642 4.3094 0.7 0.4 -0.4 -0.17
O 2.5955 6.8131 -8.3139 0.0 -0.2 0.2 0.11
H 3.9262 4.6103 -8.6435 0.0 0.0 0.0 0.12
C 2.5104 5.4065 -5.0552 -0.2 0.3 -0.1 0.03
H -2.1571 -4.3907 -0.2949 0.8 -0.7 1.2 0.10
C -5.7392 -2.0733 -2.4139 0.0 -0.1 -0.3 0.02
H -0.4445 1.4350 5.1726 -0.3 -1.5 -1.1 0.13
H -1.2614 0.8301 2.2365 1.0 1.2 1.0 0.09
H -3.2094 -0.3566 -0.2067 0.2 -0.4 0.7 0.06
C -0.6569 1.5128 2.9507 -0.7 -1.2 0.0 -0.18
H -6.0972 -2.7649 -4.3848 0.0 0.0 0.0 0.12
H -2.3831 2.8085 2.4153 1.3 0.1 1.2 0.11
H -1.3190 5.0932 2.7953 1.2 -1.1 0.0 0.10
H 1.2104 1.6992 -2.5443 1.1 -1.4 0.2 0.08
C 0.2484 -5.9328 -0.7943 -0.9 -0.9 1.0 -0.04
C 1.9830 4.4360 -0.2009 -0.7 0.2 -1.1 -0.25
H 3.7319 4.4966 -1.5810 -1.2 -1.3 0.4 0.09
C 3.8878 1.9233 1.2205 -0.7 -0.2 1.0 -0.21
H 0.3761 1.6140 2.4767 -1.4 0.2 0.7 0.09
N -0.9236 -2.1597 -0.8849 0.6 -1.5 -2.0 0.00
H -0.0167 -1.0420 2.2553 -1.2 -0.5 0.8 0.15
H 5.7074 2.9668 -2.1816 0.3 -0.9 1.3 0.03
H 6.3476 2.7691 -0.3857 -0.9 -0.5 -1.5 0.04
O -5.5364 -1.4931 -0.1423 -0.3 -0.2 -0.3 0.08
N -1.5293 -4.0081 1.8165 -0.1 0.5 -1.9 -0.01
C 2.2880 6.2713 -6.0456 -0.1 -0.1 0.3 0.02
C -6.3383 -2.8332 -3.3314 0.3 0.3 0.1 0.03
C -2.8319 -2.0399 1.0275 -1.1 0.5 -1.0 -0.20
O -2.1107 -0.6487 7.3212 2.0 -1.7 -3.3 -0.36
H 3.9665 -2.9490 -2.4971 -0.7 1.7 0.2 0.08
C -1.8044 -4.9132 0.6547 0.9 -1.0 1.0 -0.19
H 0.3634 -0.3799 -3.9124 1.6 -0.2 1.1 0.09
C 0.2421 -2.8418 3.5253 0.5 1.3 0.8 -0.11
H 1.0639 -5.1685 -1.0216 -2.5 0.0 -0.5 0.06
H 1.3385 5.2027 -0.7831 1.0 -1.0 1.0 0.10
H -3.5997 -2.2639 1.8619 1.8 0.0 -1.1 0.14
N -2.9295 -0.5673 0.7595 -0.3 -0.2 0.7 0.00
H 6.0502 1.2592 -1.4628 -0.2 1.7 0.2 0.03
C -1.5746 -0.4625 4.5275 -0.5 1.2 0.6 -0.32
H -3.6843 -0.2097 1.3766 0.8 -0.2 -0.8 0.08
C -0.7218 -1.8226 2.6986 1.0 -1.6 -1.5 -0.22
C 3.4102 -1.9560 -2.4738 -2.4 3.5 -0.4 -0.07
C 3.9034 -0.7109 -1.6550 -2.5 -0.6 -2.0 -0.07
H -2.6818 -5.5951 0.9812 1.5 0.8 -0.7 0.13
C -6.0847 -2.1854 -0.9810 0.1 0.2 0.3 -0.38
H 0.7149 -2.1761 4.3514 -0.6 -1.0 -1.2 0.11
H -1.3335 3.6968 0.4087 1.4 0.7 1.0 0.12
C 2.1105 -1.8190 -3.3098 1.0 3.1 1.9 -0.09
H 2.6328 5.0459 0.5118 -1.0 -0.9 -0.7 0.11
O -7.9218 -4.5098 -3.7925 0.2 0.2 0.2 0.11
H 4.3415 2.9963 -6.7947 0.0 0.0 0.1 0.12
H -3.2727 -2.5660 0.0952 1.1 0.4 1.6 0.11
O -0.3774 -2.4219 0.3317 -0.5 -0.8 2.0 -0.05
O 0.3718 -1.0548 6.6563 -1.8 -0.7 -1.1 -0.22
H 4.8761 -0.8771 -1.0656 -1.7 0.5 -0.9 0.09
C 1.4657 -3.4011 2.6645 -0.9 -1.0 -0.1 -0.22
O -0.3154 -2.7783 -1.7039 -0.9 1.4 0.5 0.03
H 2.1453 5.5737 -4.0491 0.0 0.0 0.0 0.12
H -2.2943 -4.0875 2.5019 0.5 0.5 -0.5 0.12
C -0.5851 -5.9480 0.3743 0.1 0.8 -1.2 -0.14
H -4.9790 -1.3463 -2.6726 0.0 0.0 0.0 0.12
H 0.5686 0.1790 4.2779 -1.3 0.6 0.1 0.10
C 3.7836 3.9126 -6.6471 0.1 0.1 -0.3 0.03
```
Forces are in eV/Å.

## Properties
**LUMO energy**: -1.9 eV
**Structure (SMILES)**: C=CCN[C@](CN)(ON=O)[C@H](CCO)O[C@H](CCCCCCCC[Si](C)(C)c1ccccc1)P(=O)(O)O.O=C1C=CC(=O)C=C1.O=C1C=CC(=O)C=C1
**Kohn-Sham gap**: 5.86 eV

---

C8H4Cl3MnNO3Yb as an isolated structure, computed with ωB97M-V/def2-TZVPD.

XYZ file:
```
21
Properties=species:S:1:pos:R:3:forces:R:3:nbo_charge:R:1
O -3.5168 3.0112 -3.0865 -1.9 3.8 -0.5 -0.09
N 0.6473 -0.1240 0.8985 0.9 -1.6 0.2 -0.57
C 2.9423 0.6093 2.2497 -0.3 1.1 0.7 -0.05
C 2.9499 -0.5221 1.4293 2.3 -1.2 -0.1 -0.02
C 1.7755 -0.8741 0.7503 -1.8 0.5 -0.1 0.14
C 0.6356 0.9728 1.6948 0.4 0.0 0.2 0.17
Yb -2.0182 0.2998 -2.6276 5.9 -1.7 1.4 1.76
Mn -1.0285 -0.7046 -0.0704 1.5 2.3 -1.9 1.02
Cl -1.0079 -1.7414 -2.2248 0.6 -2.7 0.9 -0.35
C 1.7759 1.3607 2.3796 0.9 0.0 0.4 -0.18
H 3.8387 0.8963 2.7843 0.1 0.0 0.1 0.32
O -1.8537 -3.2813 1.2782 2.3 7.4 -3.9 -0.18
C -3.0216 2.0588 -2.9541 -2.0 2.8 -0.7 0.31
C -1.5248 -2.2578 0.7518 -2.9 -10.2 5.9 0.48
H 1.7494 -1.7519 0.1125 -0.1 0.0 0.0 0.26
O -4.2387 -1.0304 -4.3933 -3.0 -2.0 -2.4 -0.09
H 1.7607 2.2429 3.0214 0.0 -0.2 -0.1 0.32
Cl 4.3820 -1.4861 1.2591 -2.0 1.2 0.2 0.56
H -0.2906 1.5505 1.7939 0.3 -0.3 -0.1 0.26
C -3.4856 -0.5384 -3.7937 -2.6 -1.1 -1.9 0.31
Cl -0.4706 1.3099 -1.2531 1.3 1.6 1.8 -0.38
```
Forces are in eV/Å.

## Properties
**Total charge**: +4
**LUMO energy (alpha / beta)**: -16.6 / -18.1 eV
**Multiplicity**: 6
**Kohn-Sham gap (alpha / beta)**: 8.02 / 6.46 eV

---

C32H29F6MoN8O18P2S4 as an isolated structure, computed with ωB97M-V/def2-TZVPD.

XYZ file:
```
100
Properties=species:S:1:pos:R:3:forces:R:3:lowdin_charge:R:1
O -1.9547 -1.1671 2.4525 0.2 0.0 0.2 0.06
H 2.8338 -0.1279 3.3929 0.0 -0.1 0.2 0.16
C -1.8321 -1.6429 -1.2945 0.4 -0.1 -1.0 -0.36
O 1.0835 -2.1287 -0.4645 0.0 0.7 0.0 -0.36
S 2.0359 -0.3058 -4.1261 0.0 0.2 -0.3 1.02
C 0.2088 3.0626 2.8391 -0.1 0.1 0.0 -0.03
C -5.4861 -3.7692 -0.8678 0.2 0.0 0.0 -0.08
C -1.5407 2.4506 -0.8593 -0.2 0.0 -0.2 -0.13
O 4.5383 -1.0160 2.0829 0.0 0.2 -0.1 -0.19
H -2.7033 5.4263 1.3621 0.0 0.0 0.0 0.11
C 1.1043 -0.6681 4.3683 -0.1 0.2 -0.1 -0.41
S -0.5105 -1.5605 -4.8539 0.2 0.1 -0.4 1.02
C -2.9685 3.1538 -2.6732 0.2 -0.4 -0.1 0.03
C -0.8004 3.9063 2.4944 0.1 -0.2 -0.1 0.02
H 2.1820 0.3935 -6.4028 0.0 0.0 0.0 0.09
O 2.6418 -2.3820 -2.4923 0.3 0.0 0.0 -0.29
C -2.9054 4.4780 -0.5394 0.0 0.2 0.2 -0.11
O 4.2938 -3.4838 1.5457 0.1 0.0 0.0 -0.08
H 0.8415 -3.1700 3.5446 0.0 -0.1 0.0 0.11
N 1.8604 -0.3925 3.2709 0.3 0.1 -0.4 0.19
O 1.4706 -0.3579 5.4856 0.0 -0.1 0.0 0.08
C 0.5491 2.0016 1.9969 0.1 -0.2 0.0 -0.12
C 1.5542 -0.8863 1.9518 -0.6 -0.5 1.4 -0.69
O 2.6023 -4.0791 -0.5814 -0.2 0.0 0.1 -0.12
N 0.0224 -0.9775 -2.3711 0.4 0.3 -0.5 -0.18
C 0.3880 -3.3502 5.6460 0.0 0.1 -0.2 -0.08
F 6.0347 0.9026 -3.9451 0.0 0.0 0.1 0.12
N -1.0585 1.3939 -1.5547 -0.2 0.1 0.1 0.07
C 0.5308 -0.9311 -3.5787 -0.5 -0.2 0.4 -0.84
H -2.0577 0.7671 3.9385 -0.1 0.1 0.0 0.07
P 2.4330 -2.5341 -1.0569 -0.1 -0.5 -0.2 0.28
H -3.7069 3.8062 -3.1022 0.0 0.1 0.1 0.10
H 1.1862 -1.8477 -6.5226 0.0 0.0 -0.1 0.08
H 0.7749 3.1793 3.7524 0.0 0.0 0.0 0.12
H -1.1763 0.4403 -3.4062 0.1 0.1 0.1 0.05
H -0.8662 -1.0168 6.1093 0.0 -0.1 0.0 0.11
O 2.2187 -2.1843 1.8551 0.7 0.5 -0.2 -0.11
O 3.6364 -1.8494 -0.2277 -0.1 0.0 0.2 -0.21
C -0.7546 -1.1566 2.6700 -0.5 0.1 -0.2 -0.41
C 1.3367 0.1680 -5.7550 0.2 0.1 0.4 -0.46
O 5.9242 2.9968 -2.0271 -0.1 0.1 -0.2 -0.26
C -3.0933 -2.3747 -1.1876 -0.2 0.0 0.3 -0.06
H 1.3825 1.3961 2.2723 0.0 -0.1 0.0 0.09
N -3.7944 5.4828 -0.9565 0.1 -0.1 0.2 -0.38
H -5.3460 -3.2277 1.2071 0.0 0.0 0.0 0.10
C -1.0057 2.6157 0.4425 -0.2 0.0 0.2 -0.15
C -4.9014 -3.6839 -2.1151 0.0 -0.1 0.0 -0.02
H 3.9099 -4.0778 0.8780 0.0 0.0 0.0 0.06
H -6.4047 -4.3282 -0.7443 0.0 0.0 0.0 0.10
H 0.7486 -4.3788 5.6393 0.0 0.0 0.0 0.07
C -3.7021 -2.9953 -2.2949 0.0 0.1 0.1 -0.26
N -0.0556 1.7267 0.8399 -0.1 0.7 0.7 0.02
H 1.7620 -4.4144 -0.2417 0.0 0.0 0.0 0.10
N -1.1587 -1.6786 -2.4021 -0.5 -0.5 0.2 -0.02
C -1.2701 -0.8809 5.1074 0.0 0.2 -0.2 -0.18
C -1.5277 1.2466 -2.7987 0.1 -0.3 0.0 -0.13
F 6.9000 0.1516 -2.1123 -0.1 0.1 0.2 0.15
F 2.5059 3.0801 0.6046 0.4 -0.4 -0.2 0.16
H 0.7286 1.0636 -5.6247 0.0 0.0 -0.1 0.08
C -1.4286 3.7173 1.2368 0.0 -0.2 -0.2 -0.15
H -2.1712 -1.4831 4.9873 0.0 -0.1 0.1 0.12
H -0.4830 -3.2936 6.2974 0.0 0.0 0.1 0.07
C -2.4724 2.0708 -3.3664 -0.1 0.3 0.0 -0.02
C -4.8887 -3.1558 0.2298 -0.1 -0.1 0.1 -0.08
H -1.1101 4.7334 3.1182 0.0 0.0 0.0 0.12
C -0.2236 -1.3753 4.0979 -0.1 -0.1 0.1 -0.28
H -2.8142 1.8554 -4.3688 0.0 0.0 0.0 0.11
O -3.1970 -2.9607 -3.5373 0.0 0.0 -0.1 0.05
C -1.6167 0.5958 4.9188 0.0 -0.2 0.0 -0.07
Mo 0.3540 -0.1293 -0.2334 0.5 -0.4 -1.0 2.05
F 4.9550 -0.5376 -2.7555 -0.1 0.0 0.2 0.13
H -0.1314 -0.7733 -7.0617 0.0 0.0 0.0 0.08
O 1.2226 2.6073 -2.8510 0.2 -0.1 -0.2 -0.27
C -2.4913 3.3803 -1.3754 -0.1 0.0 -0.1 -0.03
C 0.5392 -1.0187 -6.2393 -0.1 -0.3 0.3 -0.49
O -4.0585 6.3932 -0.1494 0.0 0.0 0.0 -0.03
H -0.7220 1.2120 5.0145 0.0 0.1 0.1 0.07
C -3.7078 -2.4630 0.0664 0.1 0.1 0.0 0.00
O -4.2929 5.4577 -2.1000 0.0 0.0 -0.1 -0.04
H -2.3404 -2.4883 -3.5163 0.0 -0.1 0.1 0.01
O 1.9869 -0.0837 0.9487 -0.4 0.2 -0.5 -0.25
P 3.7535 -2.0080 1.3704 -0.2 -1.0 0.2 0.39
O -1.3835 -0.9414 -0.3010 -0.7 -0.2 0.8 -0.19
C 2.3172 3.4626 -0.6442 -0.3 0.6 0.0 -0.64
C 0.0322 -2.9061 4.2278 0.1 0.0 0.1 -0.15
F 1.1442 4.1103 -0.6859 0.1 -0.1 -0.1 0.14
H 1.1683 -2.7131 6.0585 0.0 0.0 0.1 0.07
C 5.7564 0.5123 -2.6912 0.0 0.1 -0.3 -0.67
H -2.3309 0.9101 5.6801 0.0 0.1 0.0 0.08
H -3.2224 -1.9815 0.9071 0.0 0.0 0.0 0.09
O 1.8615 0.8643 -1.2802 0.5 0.0 -0.1 -0.47
C -2.3829 4.5982 0.7506 0.0 0.1 0.0 0.03
O 4.6579 1.5692 -0.4639 0.0 -0.3 0.3 -0.26
H -5.3503 -4.1528 -2.9803 0.0 0.0 0.0 0.11
S 4.9808 1.9516 -1.8011 0.2 -0.2 -0.2 0.60
F 3.2639 4.3353 -0.9803 0.1 -0.2 0.0 0.15
N 3.6410 2.1375 -2.6932 -0.2 -0.3 0.7 -0.29
H -0.8690 -3.4234 3.8890 0.0 0.0 0.0 0.13
N 0.1641 -0.9645 1.6923 0.7 0.1 -0.3 0.04
S 2.2478 2.1139 -1.9853 -0.1 1.1 -0.2 0.63
```
Forces are in eV/Å.

## Properties
**Total charge**: -1
**Energy above the lowest of the compared OMol25 structures with the same formula, charge and spin**: 3.217 eV
**LUMO energy (alpha / beta)**: 0.3 / 0.1 eV
**Multiplicity**: 3
**Kohn-Sham gap (alpha / beta)**: 3.89 / 6.70 eV

---

Across the entries above, F_max takes the values 5.1, 12.1, 1.6 eV Å⁻¹, respectively.